[1]
Computed, not measured: a single C15H20N2O4 molecule, with ωB97M-V with the def2-TZVPD basis set.

Summary:
SMILES string = C/C(=N/NC(=O)COc1cc(C)ccc1C(C)C)C(=O)O
2S+1 = 1

The geometry in XYZ format:
```
41
C15H20N2O4 (ωB97M-V with the def2-TZVPD basis set)
C -0.7843 4.6533 -1.1886
C -0.2660 3.3500 -0.6864
N -0.6997 2.9061 0.4218
N -0.2030 1.7706 0.9834
C 1.0765 1.3355 0.9421
O 1.9570 1.8586 0.2889
C 1.3227 0.1400 1.8645
O 0.1978 -0.7039 1.9528
C 0.1230 -1.7520 1.0424
C 1.1891 -2.6256 0.8769
C 1.1139 -3.6952 -0.0022
C 2.2870 -4.6100 -0.1829
C -0.0609 -3.8797 -0.7162
C -1.1312 -3.0258 -0.5344
C -1.0717 -1.9553 0.3470
C -2.2511 -1.0313 0.5253
C -3.5217 -1.8002 0.8918
C -2.4604 -0.2013 -0.7441
C 0.6797 2.6148 -1.5981
O 0.4802 1.4855 -1.9735
O 1.6627 3.3878 -2.0545
H -1.4870 5.0696 -0.4736
H -1.2750 4.5132 -2.1507
H 0.0509 5.3362 -1.3345
H -0.8283 1.3500 1.6603
H 1.5197 0.5187 2.8746
H 2.2163 -0.3762 1.5046
H 2.0939 -2.4831 1.4511
H 2.8091 -4.7630 0.7592
H 2.9925 -4.1744 -0.8912
H 1.9698 -5.5745 -0.5715
H -0.1407 -4.7004 -1.4141
H -2.0359 -3.1928 -1.0986
H -2.0254 -0.3580 1.3570
H -4.3308 -1.1024 1.0976
H -3.8349 -2.4523 0.0808
H -3.3545 -2.4087 1.7779
H -3.2210 0.5591 -0.5785
H -2.7830 -0.8386 -1.5639
H -1.5362 0.2875 -1.0437
H 2.2746 2.8630 -2.5936
```

Here are the natural (NBO) charges for atoms 1 to 4, given in e: C -0.647; C 0.170; N -0.228; N -0.447

---

[2]
Computed, not measured: a single C15H20N2O4S2 molecule at a distorted geometry, with ωB97M-V with the def2-TZVPD basis set.

Summary:
SMILES string = CCS(=O)(=O)NCCc1csc(-c2ccc(OC)c(OC)c2)n1
2S+1 = 1

The geometry in XYZ format:
```
43
C15H20N2O4S2 (ωB97M-V with the def2-TZVPD basis set)
C 1.3107 3.1900 -0.6449
C 1.0784 1.8319 -1.2635
S 2.6146 0.8765 -1.1613
O 2.3706 -0.4553 -1.6501
O 3.6869 1.5952 -1.7807
N 2.9000 0.8983 0.4980
C 4.0701 0.1152 0.8716
C 3.6974 -1.1853 1.6070
C 2.5869 -1.8742 0.8847
C 2.6743 -2.9754 0.0894
S 1.1647 -3.3091 -0.6494
C 0.4954 -1.9223 0.1764
C -0.8626 -1.4787 -0.0141
C -1.7307 -2.1218 -0.8842
C -3.0158 -1.6416 -1.0735
C -3.4579 -0.5099 -0.4059
O -4.6917 0.0423 -0.5271
C -5.6214 -0.5729 -1.3847
C -2.5788 0.1530 0.4858
O -3.0879 1.2575 1.0959
C -2.2686 1.9559 2.0003
C -1.3040 -0.3380 0.6729
N 1.3528 -1.3133 0.9341
H 1.5354 3.0884 0.4133
H 2.1660 3.6547 -1.1288
H 0.4402 3.8315 -0.7682
H 0.3176 1.2414 -0.7597
H 0.8445 1.8957 -2.3232
H 2.0746 0.5137 0.9540
H 4.6188 -0.1107 -0.0465
H 4.7083 0.7333 1.5118
H 4.5713 -1.8324 1.6746
H 3.3587 -0.9336 2.6149
H 3.5307 -3.5839 -0.1166
H -1.4019 -2.9991 -1.4198
H -3.6699 -2.1615 -1.7546
H -5.8431 -1.5979 -1.0704
H -6.5263 0.0285 -1.3143
H -5.2708 -0.5786 -2.4220
H -1.9690 1.3248 2.8432
H -2.8766 2.7813 2.3670
H -1.3741 2.3551 1.5098
H -0.6179 0.1312 1.3587
```

Here are the natural (NBO) charges for atoms 1 to 4, given in e: C -0.627; C -0.647; S 2.288; O -0.962

---

[3]
Computed, not measured: a single C15H20N4O3S molecule, with ωB97M-V with the def2-TZVPD basis set.

Summary:
SMILES string = CCNC(=O)NC(=O)CSc1nc2ccccc2n1CCOC
2S+1 = 1

The geometry in XYZ format:
```
43
C15H20N4O3S (ωB97M-V with the def2-TZVPD basis set)
C -5.4337 -0.1743 1.5786
C -4.4381 -0.6150 0.5124
N -3.4539 0.4123 0.2664
C -3.2331 0.9212 -0.9477
O -3.8255 0.6404 -1.9649
N -2.1942 1.8890 -1.0125
C -1.2651 2.1725 -0.0573
O -1.3924 1.9046 1.1199
C -0.1038 3.0215 -0.5627
S 1.4431 2.4563 0.2041
C 1.1632 0.7636 -0.0514
N 0.1126 0.3431 -0.6996
C 0.1623 -1.0252 -0.6195
C -0.7164 -1.9820 -1.1092
C -0.4117 -3.3051 -0.8624
C 0.7298 -3.6752 -0.1506
C 1.6132 -2.7354 0.3463
C 1.3156 -1.4053 0.1049
N 1.9354 -0.2270 0.4686
C 3.1871 -0.0807 1.1527
C 4.3733 -0.3520 0.2060
O 4.4361 0.5205 -0.8893
C 4.9480 1.8009 -0.6028
H -4.9183 0.0401 2.5122
H -5.9578 0.7220 1.2572
H -6.1620 -0.9610 1.7552
H -3.9302 -1.5333 0.8302
H -4.9471 -0.8037 -0.4355
H -2.8553 0.7194 1.0261
H -1.9940 2.1483 -1.9692
H 0.0111 2.9651 -1.6437
H -0.2331 4.0569 -0.2452
H -1.5991 -1.6892 -1.6551
H -1.0719 -4.0775 -1.2276
H 0.9268 -4.7234 0.0178
H 2.4916 -3.0297 0.9011
H 3.2395 0.9362 1.5506
H 3.2263 -0.7914 1.9833
H 5.3057 -0.3161 0.7891
H 4.2606 -1.3496 -0.2282
H 4.2732 2.3837 0.0327
H 5.9297 1.7307 -0.1190
H 5.0522 2.3036 -1.5619
```

Here are the natural (NBO) charges for atoms 1 to 4, given in e: C -0.608; C -0.220; N -0.631; C 0.797

---

[4]
Computed, not measured: a molecular structure, C15H20N7PPtS2 at a distorted geometry, with ωB97M-V with the def2-TZVPD basis set.

Summary:
2S+1 = 3
net charge = +2
expectation value of S² = 2.020

The geometry in XYZ format:
```
46
C15H20N7PPtS2 (ωB97M-V with the def2-TZVPD basis set)
Pt 0.2983 -0.0012 0.4197
C -2.6832 0.0593 -4.3114
N -2.0942 0.5514 -3.0932
C -2.2017 1.8087 -2.6016
C -1.4903 1.8460 -1.4318
N -0.9569 0.6228 -1.2219
C -1.3299 -0.1599 -2.2349
P -0.8899 -1.9320 -2.4830
C -1.3374 -2.4753 -0.7840
N -0.9919 -1.8950 0.3638
C -1.6412 -2.5569 1.3501
C -2.3839 -3.5642 0.7939
N -2.1817 -3.5049 -0.5431
C -2.7470 -4.4072 -1.5102
C 0.9087 -1.7000 -2.1963
N 1.4671 -1.0081 -1.2057
C 2.8006 -0.9891 -1.4355
C 3.0573 -1.6947 -2.5805
N 1.8652 -2.1358 -3.0472
C 1.6685 -2.9407 -4.2235
H -3.2465 0.8561 -4.7926
H -1.9104 -0.2829 -5.0014
H -3.3628 -0.7684 -4.1035
H -2.7553 2.5830 -3.0925
H -1.3429 2.6631 -0.7534
H -1.5622 -2.2817 2.3822
H -3.0263 -4.2877 1.2542
H -3.3007 -5.1868 -0.9899
H -3.4291 -3.8852 -2.1820
H -1.9594 -4.8749 -2.1013
H 3.4864 -0.4721 -0.7948
H 3.9889 -1.8985 -3.0689
H 2.6373 -3.2186 -4.6344
H 1.1203 -3.8497 -3.9742
H 1.1123 -2.3907 -4.9838
S 0.4380 1.7526 1.9591
C 1.1163 0.2414 2.4410
N 0.6154 -0.5260 3.4266
C 1.4857 -1.5222 4.0223
C 2.6554 -1.7396 3.0657
S 2.7773 -0.2166 2.0580
H -0.2200 -0.2484 3.9221
H 0.9239 -2.4480 4.1596
H 1.8388 -1.1755 4.9978
H 2.4910 -2.5817 2.3949
H 3.6027 -1.8752 3.5863
```

Here are the natural (NBO) charges for atoms 1 to 4, given in e: Pt 1.053; C -0.416; N -0.296; C -0.036

---

The following ΔE to the lowest compared entry with this formula, charge and spin values (in kcal/mol) correspond, in order, to the records above: 52.3; 37.2; 23.3; 11.6.